# 1
Entry from the OMol25 dataset: a molecular structure, C4H3ClSi at a distorted geometry (ωB97M-V with the def2-TZVPD basis set).

Geometry as XYZ:
```
9
Properties=species:S:1:pos:R:3:forces:R:3
C 1.839989 -1.456117 1.014447 -0.254 0.624 -0.066
C -2.372317 0.034491 -0.869889 -1.998 -0.985 -0.526
C 1.377885 -0.561812 0.380832 -1.198 1.910 -1.696
C -1.215413 0.213311 -1.050993 3.091 0.316 0.172
Si 0.580370 0.595839 -0.855882 -1.440 1.848 1.543
Cl 1.613839 0.170223 -2.559769 -0.060 0.475 -0.069
H 2.175871 -2.100319 1.727950 0.830 -1.567 1.220
H -3.335469 -0.390095 -0.987273 -0.486 0.273 0.378
H 0.175505 2.332463 -0.318037 1.514 -2.895 -0.957
```
Positions in Å, forces in eV/Å.

Properties
Max |F| ... 3.40 eV Å⁻¹
Total energy ... -24593.292 eV
Gap between HOMO and LUMO ... 10.855 eV
ΔE to the lowest compared entry with this formula, charge and spin ... 34.11 kcal/mol
HOMO level ... -0.3832 Ha

Atomic partial charges in e from the Löwdin method, atoms 1 to 6: 0.05, 0.03, -0.26, -0.30, 0.10, 0.30


# 2
Entry from the OMol25 dataset: a molecular structure, C4H3CrN2S5SbSe at a distorted geometry (ωB97M-V with the def2-TZVPD basis set).

Geometry as XYZ:
```
17
Properties=species:S:1:pos:R:3:forces:R:3
Cr 0.345936 -1.246209 0.025030 3.101 0.194 -0.985
S -3.678547 -4.804036 -0.853070 -0.744 -0.643 0.009
Sb -1.797374 -3.752665 -1.440413 0.925 0.380 -0.395
S -1.559815 -2.333278 0.358272 -1.932 -0.446 1.012
S 1.795582 -3.172778 -1.139239 -0.304 -2.723 2.629
S 1.498764 -1.561704 -2.122386 -0.813 3.680 -1.938
S -1.868987 2.780966 0.492630 0.520 -0.227 -0.010
C -0.491539 3.026438 -0.531387 1.074 0.564 -0.714
C 0.312831 1.941259 -0.634409 -1.926 -1.685 1.274
N -0.272627 0.868126 0.096999 2.104 0.057 -1.488
C -1.316147 1.162521 0.757894 0.043 0.116 -0.314
H -0.250301 3.959858 -1.035611 -0.479 -0.048 0.349
H 1.231127 1.666008 -1.153579 -0.296 0.628 -0.003
H -1.650528 0.317797 1.322677 -1.326 0.235 0.650
Se 3.765221 1.303345 2.049616 2.898 2.403 0.339
C 2.411758 0.286782 1.957842 -1.490 -1.390 -0.161
N 1.524640 -0.442425 1.849130 -1.356 -1.093 -0.254
```
Positions in Å, forces in eV/Å.

Properties
Max |F| ... 4.24 eV Å⁻¹
Spin multiplicity ... 5
Total energy ... -161660.931 eV
Gap between HOMO and LUMO (alpha / beta) ... 3.740 / 3.924 eV
ΔE to the lowest compared entry with this formula, charge and spin ... 0.00 kcal/mol
HOMO level (alpha / beta) ... 0.0074 / 0.0004 Ha
Net charge ... -2

Atomic partial charges in e from the Löwdin method, atoms 1 to 6: -0.20, -0.46, 0.27, -0.20, -0.33, -0.33